{
  "formula": "C60H150N10O20",
  "method": "ωB97M-V with the def2-TZVPD basis set",
  "lumo_energy_ev": 0.64,
  "energy_ev": -120485.572,
  "gap_ha": 0.335,
  "smiles": "COCCNCCOC.COCCNCCOC.COCCNCCOC.COCCNCCOC.COCCNCCOC.COCCNCCOC.COCCNCCOC.COCCNCCOC.COCCNCCOC.COCCNCCOC",
  "relative_energy_ev": 5.348,
  "fmax_ev_per_a": 2.85,
  "species": ["C", "O", "C", "C", "N", "C", "C", "O", "C", "H", "H", "H", "H", "H", "H", "H", "H", "H", "H", "H", "H", "H", "H", "H", "C", "O", "C", "C", "N", "C", "C", "O", "C", "H", "H", "H", "H", "H", "H", "H", "H", "H", "H", "H", "H", "H", "H", "H", "C", "O", "C", "C", "N", "C", "C", "O", "C", "H", "H", "H", "H", "H", "H", "H", "H", "H", "H", "H", "H", "H", "H", "H", "C", "O", "C", "C", "N", "C", "C", "O", "C", "H", "H", "H", "H", "H", "H", "H", "H", "H", "H", "H", "H", "H", "H", "H", "C", "O", "C", "C", "N", "C", "C", "O", "C", "H", "H", "H", "H", "H", "H", "H", "H", "H", "H", "H", "H", "H", "H", "H", "C", "O", "C", "C", "N", "C", "C", "O", "C", "H", "H", "H", "H", "H", "H", "H", "H", "H", "H", "H", "H", "H", "H", "H", "C", "O", "C", "C", "N", "C", "C", "O", "C", "H", "H", "H", "H", "H", "H", "H", "H", "H", "H", "H", "H", "H", "H", "H", "C", "O", "C", "C", "N", "C", "C", "O", "C", "H", "H", "H", "H", "H", "H", "H", "H", "H", "H", "H", "H", "H", "H", "H", "C", "O", "C", "C", "N", "C", "C", "O", "C", "H", "H", "H", "H", "H", "H", "H", "H", "H", "H", "H", "H", "H", "H", "H", "C", "O", "C", "C", "N", "C", "C", "O", "C", "H", "H", "H", "H", "H", "H", "H", "H", "H", "H", "H", "H", "H", "H", "H"],
  "coordinates": [[2.73365, 1.46064, 2.74632], [2.97630, 0.19152, 3.31271], [2.55415, 0.06592, 4.64424], [0.96262, 0.19284, 4.75458], [0.29279, -0.77825, 3.90830], [-1.15084, -0.67733, 4.06565], [-1.87513, -1.72508, 3.14429], [-3.28853, -1.48942, 3.03585], [-4.05064, -2.50013, 2.40842], [3.01800, 1.39708, 1.69598], [3.26446, 2.26392, 3.25729], [1.67235, 1.70659, 2.71097], [3.07744, 0.88216, 5.14225], [2.96311, -0.84751, 5.07610], [0.66266, 1.21391, 4.51890], [0.63552, -0.09576, 5.75349], [0.58870, -0.56107, 2.96735], [-1.44863, 0.29408, 3.67094], [-1.38434, -0.83853, 5.11807], [-1.66240, -2.72101, 3.53283], [-1.46214, -1.58893, 2.14479], [-3.60998, -3.47540, 2.61525], [-4.10195, -2.26968, 1.34430], [-5.04742, -2.59098, 2.84002], [2.35424, -3.70343, 4.43218], [2.46422, -5.09485, 4.84493], [3.12569, -5.82136, 3.85722], [3.53061, -7.19268, 4.40735], [2.39989, -8.06263, 4.82429], [2.88425, -9.32554, 5.27030], [1.75958, -9.97355, 6.05165], [1.57510, -9.30182, 7.28989], [0.76536, -10.02001, 8.19261], [1.63823, -3.62864, 3.61375], [3.37332, -3.36156, 4.25135], [1.88999, -3.18338, 5.27011], [4.05965, -5.33683, 3.57253], [2.52871, -5.79326, 2.94567], [4.12313, -7.08114, 5.31541], [4.26726, -7.59407, 3.71140], [1.94281, -7.66515, 5.63249], [3.77778, -9.23456, 5.88789], [3.29206, -9.97427, 4.49509], [2.07335, -10.99010, 6.28888], [0.78855, -9.99829, 5.55710], [1.18847, -10.93694, 8.60286], [-0.26979, -10.21849, 7.91482], [0.65081, -9.30635, 9.00850], [-1.48911, -3.95952, 6.24304], [-1.80019, -4.98427, 5.30134], [-0.61013, -5.55166, 4.69416], [-1.07746, -6.84071, 3.93848], [-0.01033, -7.32732, 3.07272], [-0.35836, -8.58450, 2.37899], [0.96412, -9.17042, 1.76188], [1.18169, -8.53071, 0.47801], [2.41759, -8.74022, -0.08007], [-2.40858, -3.47160, 6.56648], [-0.78838, -3.24858, 5.80526], [-0.99300, -4.38273, 7.11646], [0.09399, -5.83179, 5.47764], [-0.19043, -4.83008, 3.99326], [-2.05959, -6.72955, 3.47895], [-1.21257, -7.54821, 4.75658], [0.77779, -7.52915, 3.67125], [-1.10447, -8.45722, 1.59463], [-0.71302, -9.29890, 3.12193], [0.88074, -10.23110, 1.52502], [1.86084, -9.09733, 2.37723], [3.17454, -8.68293, 0.70213], [2.59795, -7.99094, -0.85089], [2.42432, -9.70578, -0.58578], [-0.14951, -5.15689, 0.85060], [0.26367, -4.05351, 0.09420], [1.05321, -3.23041, 0.88119], [1.36603, -1.86381, 0.17772], [0.33814, -0.85803, 0.52223], [0.28832, 0.35118, -0.31096], [-0.64900, 1.50528, 0.13295], [-0.55860, 2.54117, -0.92345], [-1.03403, 3.78451, -0.56162], [-0.55739, -5.97897, 0.26245], [-1.00869, -4.84052, 1.44204], [0.66337, -5.53590, 1.47001], [2.03458, -3.70373, 0.91248], [0.61401, -3.05206, 1.86272], [1.45379, -2.12724, -0.87633], [2.32882, -1.50998, 0.54639], [-0.58216, -1.24236, 0.68176], [0.14140, 0.14160, -1.37048], [1.33305, 0.65384, -0.23996], [-0.14128, 1.85993, 1.02991], [-1.65504, 1.13767, 0.33509], [-1.07676, 4.45288, -1.42159], [-0.56227, 4.35225, 0.24040], [-2.07465, 3.66738, -0.25914], [7.38182, -1.82098, -2.50702], [6.63141, -2.83813, -3.22246], [5.79395, -3.68832, -2.39765], [5.11159, -4.69700, -3.31369], [4.23554, -5.67639, -2.58620], [2.99206, -5.09200, -1.99211], [2.05175, -4.26180, -2.91556], [2.58918, -3.00620, -3.19653], [1.94665, -2.13501, -4.08693], [8.05382, -2.17555, -1.72548], [6.66192, -1.05855, -2.20946], [7.96625, -1.44365, -3.34616], [5.14454, -3.05582, -1.79241], [6.43217, -4.16188, -1.65164], [5.90279, -5.20088, -3.86885], [4.67121, -4.22233, -4.19053], [4.00077, -6.47017, -3.16490], [3.19247, -4.58347, -1.04906], [2.37930, -5.94563, -1.70238], [1.10477, -4.07296, -2.40994], [1.82590, -4.76949, -3.85329], [1.86348, -2.63314, -5.05287], [2.39506, -1.14151, -4.08405], [0.93993, -1.85800, -3.77407], [0.41934, 1.62739, -4.07641], [0.26804, 0.52632, -4.92772], [-0.78449, 0.52097, -5.86523], [-2.17842, 0.09847, -5.31401], [-3.23108, 0.09290, -6.32339], [-4.19310, -1.00835, -5.98799], [-5.50985, -0.80500, -6.77548], [-5.30043, -1.11732, -8.11876], [-6.43176, -0.88167, -8.95423], [-0.42962, 1.71689, -3.39865], [0.69986, 2.57724, -4.53159], [1.26343, 1.46121, -3.40709], [-0.34902, -0.18176, -6.57560], [-0.85358, 1.42227, -6.47432], [-2.32628, 0.81669, -4.50753], [-2.03759, -0.81351, -4.73388], [-2.91155, -0.15461, -7.24899], [-4.40541, -1.04460, -4.91948], [-3.73232, -1.96903, -6.21792], [-5.87396, 0.21264, -6.63425], [-6.21935, -1.52494, -6.36756], [-6.90293, 0.09643, -8.85721], [-7.12689, -1.71723, -8.87206], [-6.08962, -0.87923, -9.98914], [-0.51357, 7.58578, 0.65894], [-0.71956, 8.97387, 0.38580], [0.18711, 9.76147, 1.16493], [0.04388, 11.27867, 0.83010], [-1.19615, 11.78249, 1.31416], [-1.52984, 13.08132, 0.72039], [-2.88564, 13.40921, 1.08578], [-3.83011, 12.48636, 0.57359], [-5.14905, 12.93414, 0.62141], [0.28596, 7.13549, 0.07066], [-1.46708, 7.05866, 0.62608], [-0.19365, 7.38193, 1.68080], [1.19363, 9.51701, 0.82546], [0.07411, 9.63599, 2.24177], [0.17671, 11.49367, -0.23021], [0.82402, 11.82384, 1.36139], [-1.93233, 11.10735, 1.16473], [-1.56186, 13.03897, -0.36832], [-0.83004, 13.87665, 0.97694], [-2.97575, 14.41506, 0.67561], [-3.03055, 13.52797, 2.15955], [-5.17590, 13.97204, 0.28952], [-5.64258, 12.87021, 1.59118], [-5.82868, 12.32167, 0.02890], [2.31283, 4.35197, -1.70886], [1.91717, 4.83210, -0.40779], [2.97348, 4.71262, 0.50836], [2.53363, 5.23251, 1.91494], [1.41015, 4.46210, 2.45953], [0.82240, 5.07839, 3.67168], [-0.35114, 4.30072, 4.09564], [-1.45531, 4.48809, 3.19545], [-2.67272, 3.96780, 3.54144], [2.62623, 3.31208, -1.80116], [3.18461, 4.95695, -1.95803], [1.54968, 4.62514, -2.43761], [3.89157, 5.20988, 0.19539], [3.31277, 3.67676, 0.50785], [2.14246, 6.21648, 1.65633], [3.29863, 5.12210, 2.68350], [0.71434, 4.30892, 1.74365], [0.56354, 6.13713, 3.65928], [1.50220, 4.84736, 4.49180], [-0.64642, 4.56690, 5.11056], [-0.04738, 3.26088, 3.97497], [-2.77404, 4.04709, 4.62382], [-2.77096, 2.95531, 3.14990], [-3.50721, 4.49238, 3.07609], [-0.69232, 4.95334, -5.28539], [-0.50367, 6.33912, -4.95097], [-0.13633, 7.08262, -6.04801], [-0.09334, 8.58382, -5.86770], [0.82730, 9.12996, -4.86259], [0.73785, 8.49617, -3.53680], [1.59144, 9.12298, -2.40116], [3.05490, 8.87282, -2.45724], [3.72528, 9.59724, -3.46319], [0.15049, 4.64751, -5.90526], [-1.59586, 4.61699, -5.79389], [-0.71063, 4.35223, -4.37631], [-0.83906, 6.78271, -6.82539], [0.80095, 6.70526, -6.45693], [-1.10812, 8.87278, -5.59418], [0.17374, 9.11552, -6.78097], [0.65054, 10.11487, -4.72548], [1.11248, 7.48044, -3.66357], [-0.30358, 8.43574, -3.22080], [1.15045, 8.64276, -1.52765], [1.47419, 10.20350, -2.31857], [3.49675, 9.21813, -4.45926], [4.80664, 9.67541, -3.35072], [3.29275, 10.59680, -3.41949], [-3.50273, -7.17935, 0.74483], [-4.18062, -6.49960, -0.32920], [-3.28652, -6.18762, -1.34844], [-4.09937, -5.19929, -2.11847], [-3.38891, -4.55293, -3.20716], [-2.32064, -3.71788, -2.72448], [-2.83384, -2.40954, -2.03545], [-3.71068, -1.55018, -2.74727], [-4.28610, -0.44519, -2.03445], [-4.15395, -7.34220, 1.60360], [-2.72409, -6.53673, 1.15574], [-3.08554, -8.14265, 0.45138], [-3.16040, -7.07450, -1.96944], [-2.34264, -5.76473, -1.00444], [-4.58894, -4.45600, -1.48923], [-4.93283, -5.73977, -2.56716], [-4.05878, -4.06170, -3.78167], [-1.70101, -3.36646, -3.54951], [-1.66010, -4.35396, -2.13525], [-1.96422, -1.79282, -1.80844], [-3.27541, -2.65287, -1.06906], [-4.85223, 0.14141, -2.75797], [-3.62227, 0.15394, -1.41117], [-5.10553, -0.88221, -1.46379]],
  "mulliken_charge": [-0.409, -0.385, -0.657, -0.159, 1.072, -1.037, 1.877, -0.609, -0.414, 0.089, 0.348, 0.108, 0.459, 0.231, -0.515, 0.660, -0.419, -0.245, 0.568, -0.428, -0.516, 0.125, 0.099, 0.335, -0.420, -0.495, 0.249, -1.561, 0.173, -0.961, -0.606, -0.328, -0.828, -0.114, 0.532, 0.182, 0.628, -0.283, 0.477, 0.507, 0.145, 0.445, 0.478, 0.533, 0.228, 0.303, 0.326, 0.278, -0.565, -0.523, 1.225, -1.640, 1.644, -0.416, -0.446, -0.267, -0.313, 0.299, 0.001, 0.397, 0.481, -0.670, 0.282, 0.416, -0.867, -0.243, 0.521, 0.526, -0.002, 0.260, -0.070, 0.303, -0.186, 0.303, 0.422, -1.142, 1.857, -0.982, 0.026, 0.335, -0.169, 0.281, -0.081, -0.353, 0.467, -1.098, 0.046, 0.506, -0.618, -0.019, 0.259, -0.572, 0.298, 0.200, -0.527, 0.443, -0.714, -0.362, -0.104, -0.615, -0.337, -0.618, -0.030, -0.146, -0.857, 0.275, 0.274, 0.259, 0.064, 0.393, 0.481, 0.223, 0.367, 0.003, 0.003, -0.239, 0.748, 0.483, 0.285, 0.064, -0.703, -0.226, -0.859, 0.454, -0.388, 0.072, -0.793, -0.304, -0.775, 0.372, 0.433, 0.073, 0.380, 0.351, -0.050, -0.255, 0.287, 0.061, 0.287, 0.348, 0.362, 0.310, 0.288, 0.268, -0.233, -0.376, -0.484, -0.756, -0.366, -0.606, -0.612, -0.292, -0.747, 0.147, 0.321, 0.010, 0.440, 0.413, 0.349, 0.269, 0.294, 0.309, 0.338, 0.469, 0.352, 0.308, 0.293, 0.237, -0.859, 0.096, -0.840, -0.766, 0.710, -0.975, -0.267, -0.176, -0.816, 0.262, 0.516, 0.045, 0.475, 0.304, 0.125, 0.473, -0.406, 0.186, 0.481, 0.649, -0.140, 0.368, 0.185, 0.229, -0.623, -0.221, -0.600, -0.785, -0.289, -0.592, -0.137, -0.377, -0.759, 0.389, 0.362, -0.054, 0.539, 0.377, 0.333, 0.366, 0.258, 0.193, 0.469, -0.159, 0.446, 0.263, 0.267, 0.297, -0.343, -0.399, 1.087, -0.940, -0.273, -0.534, 0.212, -0.202, -0.761, 0.404, -0.198, 0.357, 0.248, -0.686, 0.293, 0.412, 0.375, 0.306, -0.293, 0.150, 0.141, 0.280, 0.107, 0.380]
}